Entry from the Open Molecules 2025 dataset: C8H14Si in the gas phase in a non-equilibrium geometry (ωB97M-V with the def2-TZVPD basis set).

Values from the calculation:
* energy above the lowest of the compared OMol25 structures with the same formula, charge and spin: 149.89 kJ/mol
* SMILES: C[Si]1(C)C=C[C@@H]2C[C@@H]2C1
* HOMO: -8.96 eV
* total energy: -16398.7564 eV
* multiplicity: 1
* orbital gap: 9.978 eV

Geometry (Å):
C1 0.685 -0.380 2.161
C2 1.652 -0.557 1.068
C3 -0.607 -1.096 1.948
C4 -0.764 1.169 0.535
C5 -0.571 0.468 1.898
C6 1.385 -0.564 -0.216
C7 -1.190 -1.029 -2.020
C8 0.498 1.520 -2.118
Si1 -0.111 0.129 -1.019
H1 1.025 -0.313 3.151
H2 2.589 -0.924 1.439
H3 -0.816 -1.934 1.189
H4 -1.025 -1.455 2.880
H5 -1.767 1.595 0.431
H6 -0.042 1.927 0.325
H7 -0.877 0.912 2.710
H8 2.233 -0.830 -0.880
H9 -2.141 -0.600 -1.968
H10 -0.608 -1.210 -2.966
H11 -1.258 -1.983 -1.595
H12 0.687 1.076 -3.033
H13 -0.322 2.170 -2.307
H14 1.344 1.911 -1.613